--- one ---
DFT (the ωB97M-V functional and the def2-TZVPD basis) results for a single C4H3N3 molecule.

CARTESIAN COORDINATES (ANGSTROEM)
C1 2.7190 -0.3288 -0.2284
C2 1.5327 -0.1183 -0.2146
C3 0.1281 0.1150 -0.1807
C4 -0.6951 0.9129 -0.9943
N1 -1.8871 0.6397 -0.3772
N2 -1.9086 -0.1852 0.6639
N3 -0.6513 -0.4957 0.7664
H1 3.7725 -0.5007 -0.2567
H2 -2.7848 1.0168 -0.6478
H3 -0.3722 -1.1312 1.5007

Computed properties:
multiplicity = 1
HOMO level = -8.8 eV
gap between HOMO and LUMO = 9.5 eV


--- two ---
DFT (the ωB97M-V functional and the def2-TZVPD basis) results for a single C4H3N3 molecule.

CARTESIAN COORDINATES (ANGSTROEM)
N1 -1.8520 1.8144 0.8027
C1 -1.3416 0.7729 0.7657
C2 0.6693 2.1220 -1.3332
N2 0.8978 0.9974 -1.0644
C3 1.0895 -0.3216 -0.7129
C4 0.2833 -0.9659 0.1350
N3 -0.8357 -0.4731 0.8015
H1 1.9354 -0.8280 -1.1635
H2 0.4806 -2.0070 0.3617
H3 -1.3266 -1.1110 1.4074

Computed properties:
multiplicity = 1
HOMO level = -9.4 eV
gap between HOMO and LUMO = 9.6 eV


--- three ---
DFT (the ωB97M-V functional and the def2-TZVPD basis) results for a single C4H3N3 molecule.

CARTESIAN COORDINATES (ANGSTROEM)
N1 -0.6699 2.1023 1.8334
C1 -0.4026 1.2798 1.0331
C2 0.5745 1.6025 -0.5305
N2 0.9409 0.6842 -1.1822
C3 0.7021 -0.6812 -1.1937
C4 -0.1053 -1.0277 -0.1792
N3 -0.6299 -0.1054 0.7209
H1 1.1470 -1.2958 -1.9634
H2 -0.3968 -2.0648 -0.0210
H3 -1.1601 -0.4940 1.4826

Computed properties:
multiplicity = 1
HOMO level = -9.1 eV
gap between HOMO and LUMO = 8.6 eV


--- four ---
DFT (the ωB97M-V functional and the def2-TZVPD basis) results for a single C4H3N3 molecule.

CARTESIAN COORDINATES (ANGSTROEM)
N1 -0.9958 -2.0663 2.4143
C1 -0.5787 -1.3421 1.6175
C2 -0.0965 -0.4446 0.6090
N2 0.8724 0.4274 0.8302
C3 1.0661 0.9685 -0.3893
C4 0.1529 0.5656 -1.3331
N3 -0.5752 -0.4163 -0.6538
H1 1.7206 1.7993 -0.6095
H2 -0.2730 1.5514 -1.4745
H3 -1.2928 -1.0430 -1.0109

Computed properties:
multiplicity = 1
HOMO level = -9.6 eV
SMILES string = N#Cc1ncc[nH]1
gap between HOMO and LUMO = 9.5 eV


Relative stability in kJ/mol, measured from the most stable structure: one 238.0; two 50.2; three 217.1; four 0.0


--- one ---
DFT (the ωB97M-V functional and the def2-TZVPD basis) results for 4 unconnected molecules or ions with the total composition H8O4.

CARTESIAN COORDINATES (ANGSTROEM)
O1 -1.3497 -2.5272 0.1314
H1 -0.4117 -2.3385 0.1561
H2 -1.6590 -2.1020 -0.6685
O2 1.3958 -1.9369 0.1432
H3 1.6875 -1.5813 -0.6962
H4 2.1361 -2.4585 0.4532
O3 -0.0257 1.1528 -0.3481
H5 0.1571 0.2137 -0.3791
H6 0.5963 1.5388 -0.9649
O4 -1.2235 3.4304 0.7122
H7 -0.5375 3.8891 1.1972
H8 -0.7657 2.7196 0.2634

Computed properties:
multiplicity = 2
HOMO level (spin up / spin down) = 0.4 / -7.3 eV
charge = -1
gap between HOMO and LUMO (spin up / spin down) = 3.5 / 11.2 eV


--- two ---
DFT (the ωB97M-V functional and the def2-TZVPD basis) results for 4 unconnected molecules or ions with the total composition H8O4.

CARTESIAN COORDINATES (ANGSTROEM)
O1 -9.7009 20.6222 7.9385
H1 -9.2926 21.3845 8.3489
H2 -9.0805 20.3533 7.2610
O2 -11.6503 27.3928 10.0655
H3 -12.0778 26.6919 10.5576
H4 -11.3618 26.9750 9.2541
O3 -9.5741 23.7709 9.6254
H5 -10.0801 23.5729 8.8374
H6 -9.7322 24.7014 9.7847
O4 -9.2682 21.6004 11.3668
H7 -9.3943 22.3931 10.8453
H8 -10.0550 21.0796 11.2058

Computed properties:
multiplicity = 2
HOMO level (spin up / spin down) = 0.4 / -7.5 eV
charge = -1
gap between HOMO and LUMO (spin up / spin down) = 3.3 / 11.2 eV


--- three ---
DFT (the ωB97M-V functional and the def2-TZVPD basis) results for 4 unconnected molecules or ions with the total composition H8O4.

CARTESIAN COORDINATES (ANGSTROEM)
O1 -22.3719 -22.4653 23.4526
H1 -21.9010 -21.7422 23.8668
H2 -23.1696 -22.0653 23.1065
O2 -19.4218 -23.3945 18.8814
H3 -18.7947 -23.8200 18.2967
H4 -20.1333 -23.1130 18.3063
O3 -24.6088 -22.3898 21.4469
H5 -25.2899 -22.4501 20.7771
H6 -24.0079 -23.1066 21.2434
O4 -21.9738 -23.6151 20.8366
H7 -21.9713 -23.3638 21.7602
H8 -21.1045 -23.3708 20.5190

Computed properties:
multiplicity = 2
HOMO level (spin up / spin down) = 1.2 / -6.7 eV
charge = -1
gap between HOMO and LUMO (spin up / spin down) = 2.2 / 10.1 eV


Relative stability in kJ/mol, measured from the most stable structure: one 0.0; two 8.5; three 45.7


--- one ---
DFT (the ωB97M-V functional and the def2-TZVPD basis) results for a gas-phase ion, CHN2OS (charge -1).

CARTESIAN COORDINATES (ANGSTROEM)
H1 0.9481 -0.9599 -1.8372
N1 0.3954 -0.1730 -1.4262
N2 0.4626 -0.3251 -0.1890
C1 -0.3196 0.5066 0.8807
O1 -0.1756 1.6747 1.1288
S1 -1.3109 -0.7233 1.4428

Computed properties:
multiplicity = 1
HOMO level = -3.5 eV
SMILES string = [H]/N=N/C([O-])=S
charge = -1
gap between HOMO and LUMO = 7.5 eV


--- two ---
DFT (the ωB97M-V functional and the def2-TZVPD basis) results for a molecular structure, CHN2OS.

CARTESIAN COORDINATES (ANGSTROEM)
C1 0.2366 -3.0995 -0.5925
N1 0.0483 -2.2299 -1.3694
N2 -2.0016 -0.9663 0.4014
O1 0.3013 -3.8758 0.2655
S1 -0.7756 -0.5934 -0.2399
H1 0.4942 -0.7447 1.0273

Computed properties:
multiplicity = 1
HOMO level = -3.5 eV
charge = -1
gap between HOMO and LUMO = 7.5 eV


Relative stability in kJ/mol, measured from the most stable structure: one 0.0; two 160.6